# 1
Density functional theory data (ωB97M-V/def2-TZVPD) for 12 unconnected molecules or ions with the total composition C2H28O12.

Results
Energy relative to the best compared isomer or geometry (same formula, charge and spin) in kJ/mol: 0.0
Net charge: 0
HOMO energy in eV: -10.43
Molar mass in g/mol: 244.23
Orbital gap in eV: 10.72
SMILES: CO.CO.O.O.O.O.O.O.O.O.O.O
E_tot in Eh: -995.87949
Lowest unoccupied orbital energy in eV: 0.29
Largest force on an atom in eV/Å: 2.3

```
42
Properties=species:S:1:pos:R:3:mulliken_charge:R:1
C -11.10696 -1.89621 -4.62044 -0.733
O -10.44459 -1.07118 -5.55318 -0.370
H -11.39260 -1.24202 -3.80721 0.312
H -12.03252 -2.23301 -5.13033 0.259
H -10.42687 -2.68755 -4.30493 0.205
H -9.94569 -0.33684 -5.15389 0.487
C -10.18869 -2.31591 -9.29206 -0.577
O -10.30609 -0.89300 -9.48699 -0.505
H -9.62987 -2.48188 -8.35362 0.164
H -11.19613 -2.73494 -9.28811 0.306
H -9.60969 -2.74569 -10.10037 0.269
H -11.07271 -0.62836 -8.98330 0.298
O -12.56688 0.81978 -5.52361 -0.791
H -12.32809 1.74452 -5.32217 0.396
H -11.80096 0.31240 -5.26319 0.284
O -8.04617 0.03210 -5.98645 -0.692
H -8.16747 0.27189 -6.94881 0.423
H -8.28010 -0.88597 -6.04641 0.264
O -9.76728 2.08905 -11.48880 -0.638
H -9.84047 2.49461 -10.59126 0.353
H -10.28585 1.31643 -11.43841 0.308
O -7.50695 2.21848 -4.34579 -0.784
H -7.75431 2.85555 -5.04377 0.321
H -7.30154 1.34864 -4.84363 0.387
O -12.44319 0.25166 -8.09996 -0.637
H -13.26551 0.30952 -8.57594 0.236
H -12.53057 0.47712 -7.13516 0.411
O -8.45289 0.65494 -8.60542 -0.605
H -7.58218 0.67709 -9.03898 0.221
H -9.06544 0.14147 -9.20187 0.445
O -8.69199 4.12988 -7.41329 -0.572
H -8.29644 5.00757 -7.40118 0.270
H -9.26542 4.10814 -8.20137 0.327
O -9.82532 1.04133 -3.75938 -0.581
H -10.07327 0.87115 -2.82705 0.259
H -9.06896 1.63345 -3.81532 0.368
O -10.65160 2.62225 -8.48542 -0.667
H -11.29068 1.89822 -8.56866 0.268
H -9.88897 2.09425 -8.15537 0.353
O -11.83918 3.65532 -5.57948 -0.718
H -10.95191 3.60868 -5.91732 0.345
H -12.27871 3.65131 -6.44130 0.332
```

---

# 2
Density functional theory data (ωB97M-V/def2-TZVPD) for a molecular structure, C29H27BrN5O3PPtS2Se.

Results
Energy relative to the best compared isomer or geometry (same formula, charge and spin) in kJ/mol: 314.0
Net charge: +2
HOMO energy (spin up / spin down) in eV: -12.50 / -12.38
Molar mass in g/mol: 942.62
Orbital gap (spin up / spin down) in eV: 3.65 / 3.44
E_tot in Eh: -7852.69413
Lowest unoccupied orbital energy (spin up / spin down) in eV: -8.85 / -8.94
Largest force on an atom in eV/Å: 1.2

```
70
Properties=species:S:1:pos:R:3:mulliken_charge:R:1
Pt 0.99926 -1.17650 -0.59649 2.801
N 2.15449 -0.87945 1.48178 -0.565
N 3.53135 -1.10240 1.38848 -0.442
C 4.11512 -1.36095 0.20079 0.919
N 5.43897 -1.35108 0.16286 -0.447
S 3.26263 -1.73742 -1.22637 -0.540
H 1.95617 0.11534 1.63334 -0.070
H 1.76551 -1.41474 2.25244 0.331
H 4.09913 -0.80741 2.17134 0.270
H 6.00925 -1.15801 0.97142 0.205
H 5.91072 -1.58908 -0.69540 0.224
O 0.20161 -0.60956 -2.66470 -0.688
S 0.68695 0.79824 -2.53105 1.280
O 1.27001 1.34884 -3.69804 -0.677
O 1.56368 0.73452 -1.27666 -0.715
C -0.65519 1.77561 -1.97978 0.660
C -1.01987 2.90049 -2.69258 -0.633
C -1.97844 3.75381 -2.15598 -0.938
C -2.54212 3.47791 -0.92349 -0.803
C -2.18070 2.33486 -0.21517 -0.288
C -1.23079 1.46837 -0.73637 0.117
P -0.94518 -0.11646 0.10997 0.267
C -0.80258 0.16226 1.87462 0.210
C -0.38845 1.38852 2.39048 -0.272
C -0.20829 1.53137 3.76137 -0.710
C -0.43737 0.45903 4.60903 -0.715
C -0.83419 -0.77316 4.09491 -0.751
C -1.00117 -0.92954 2.72961 -0.765
C -2.46364 -1.04662 -0.17602 0.502
C -2.57976 -1.86613 -1.29537 -0.343
C -3.78243 -2.50131 -1.56569 -0.929
C -4.87335 -2.30908 -0.73080 -0.573
C -4.76667 -1.47885 0.37779 -0.835
C -3.56509 -0.85129 0.66055 -0.303
H -0.55457 3.10330 -3.64747 0.645
H -2.27111 4.64066 -2.70094 0.438
H -3.27678 4.15141 -0.50292 0.483
H -2.64768 2.13167 0.74041 0.401
H -0.21523 2.22937 1.73066 0.260
H 0.10425 2.48476 4.16602 0.501
H -0.30674 0.57902 5.67630 0.451
H -1.02746 -1.60290 4.76174 0.475
H -1.31153 -1.88749 2.32576 0.591
H -1.74905 -1.97858 -1.97677 0.447
H -3.87085 -3.13882 -2.43515 0.473
H -5.81114 -2.80372 -0.94495 0.429
H -5.62199 -1.31405 1.01889 0.460
H -3.48870 -0.21762 1.53585 0.383
Se 2.95748 2.22926 0.68643 0.150
C 2.08731 3.67189 -0.17889 0.203
C 1.20846 4.49792 0.51355 -0.195
C 0.56741 5.50610 -0.19213 -0.577
N 0.73856 5.72007 -1.49524 -0.494
C 1.59570 4.92890 -2.13828 -0.476
C 2.30064 3.89892 -1.53327 -0.255
H 1.03063 4.36909 1.57307 0.501
H -0.12658 6.16806 0.31358 0.405
H 1.73122 5.12909 -3.19527 0.448
H 2.97548 3.28256 -2.11093 0.449
Br 1.06536 -7.74185 -1.05005 -0.042
C 0.85861 -5.91092 -0.82880 0.117
C 0.45086 -5.11306 -1.89028 -0.829
C 0.34963 -3.75356 -1.69842 -0.123
N 0.61030 -3.17546 -0.51086 0.398
C 0.97853 -3.95388 0.51854 -0.035
C 1.11369 -5.31756 0.40237 -0.745
H 0.21858 -5.53929 -2.85540 0.484
H 0.06964 -3.09457 -2.50929 0.575
H 1.14664 -3.46045 1.46487 0.336
H 1.41087 -5.90842 1.25646 0.485
```